Here is a 4-piece molecular cluster, C23H33N7S2 overall from OMol25. Energies are from the ωB97M-V functional and the def2-TZVPD basis.

```
65
Properties=species:S:1:pos:R:3:forces:R:3
C -2.99738 -1.35164 2.47970 0.012 0.286 -0.224
C -2.50824 -0.47966 1.16952 0.072 0.812 0.248
C -1.05428 0.26427 1.50680 -0.333 -0.531 0.289
C -0.41223 1.06218 0.22650 -0.726 0.578 -0.474
C -0.09280 -0.89216 2.15993 1.840 0.063 2.008
C 0.68918 -0.58912 3.60492 -0.719 -4.020 -4.023
N 0.49247 0.78337 4.21154 -1.393 -3.952 6.952
C 0.18924 0.64073 5.55496 0.475 1.874 -2.499
S -0.21488 0.80299 7.20090 1.333 -0.668 -5.311
C 1.59415 -1.80736 4.22543 -1.330 -1.480 -3.377
C 1.71730 -3.22008 3.39139 -0.204 1.721 0.764
N 2.59576 -4.32962 3.98581 -0.041 2.957 -2.283
C 0.99264 -3.55756 1.95907 -0.480 0.830 0.327
N 1.07260 -4.86786 1.16312 -2.152 6.117 0.878
S 0.04271 -4.53180 -0.24665 1.175 3.984 4.297
N -0.46802 -2.85554 0.07502 2.070 -0.407 3.602
C 0.08114 -2.32391 1.38041 1.134 -3.396 -0.924
H -4.14029 -1.60397 2.35868 2.232 0.633 0.470
H -2.77083 -0.69438 3.44535 -0.779 -1.412 -1.998
H -2.43296 -2.36624 2.62958 -0.950 1.992 -0.501
H -3.28822 0.39892 0.99060 1.598 -1.851 0.389
H -2.45254 -1.08771 0.17144 0.007 0.945 2.050
H -1.32245 1.09418 2.31949 0.862 -2.004 -1.526
H 0.35435 1.91335 0.54362 -1.539 -2.034 -0.491
H -1.30683 1.64203 -0.30815 1.979 -1.340 1.235
H 0.07388 0.37705 -0.59321 -0.885 1.116 1.821
H 2.17760 -1.66756 5.25648 -1.414 -0.456 -2.600
H 3.44416 -3.80261 4.34796 -1.309 -1.071 -0.416
H 2.93365 -4.86134 3.13341 -0.514 0.633 1.386
C 0.34296 6.03374 1.66312 0.013 0.000 0.140
C 1.06595 6.05443 0.32016 0.150 -0.075 0.390
C 0.10754 6.11894 -0.87067 -0.427 -1.022 0.091
C -0.79668 4.89710 -0.86869 -5.210 -6.704 -0.265
N -1.54684 3.88352 -0.86714 5.908 8.239 -0.054
H -0.28828 5.14564 1.76877 0.035 0.118 -0.069
H 1.06672 6.01661 2.48416 -0.117 0.044 -0.105
H -0.28799 6.92188 1.78285 0.064 -0.124 0.012
H 1.69578 5.15971 0.24279 -0.089 0.171 -0.119
H 1.73398 6.92217 0.28955 -0.099 -0.109 -0.166
H 0.67382 6.14555 -1.80754 -0.217 -0.098 0.022
H -0.50842 7.02333 -0.82035 -0.057 -0.228 -0.021
C -1.24734 5.39566 -4.97389 -0.097 -0.120 0.050
C -1.52495 6.87084 -5.24489 -0.183 -0.294 0.239
C -0.38910 7.56057 -6.00311 0.766 -0.031 0.780
C 0.89086 7.48940 -5.18631 7.308 -0.239 4.339
N 1.95273 7.43041 -4.50879 -8.497 0.434 -5.295
H -0.36799 5.26029 -4.33612 -0.062 0.029 -0.124
H -2.09655 4.93789 -4.45664 0.138 0.035 -0.097
H -1.08261 4.84901 -5.90944 0.000 0.048 0.144
H -1.69753 7.38053 -4.28905 0.031 0.039 -0.207
H -2.44870 6.95742 -5.82744 0.165 0.124 0.013
H -0.64184 8.61048 -6.18453 0.259 -0.111 0.052
H -0.22520 7.07826 -6.97284 0.148 0.051 0.188
C 0.15614 -10.35698 -1.02936 -0.091 -0.104 -0.048
C 1.53947 -9.99424 -0.49880 -0.120 -0.324 -0.249
C 1.61372 -8.56455 0.04087 -0.130 0.521 -0.941
C 1.28849 -7.57904 -1.06978 -1.735 5.676 -5.937
N 1.01871 -6.76142 -1.99108 2.160 -6.616 7.225
H -0.12949 -9.72684 -1.87770 0.043 -0.015 0.146
H 0.14265 -11.39476 -1.37732 -0.026 0.137 0.087
H -0.60461 -10.24919 -0.24779 0.077 -0.016 -0.125
H 2.27360 -10.12696 -1.30294 -0.035 0.082 0.199
H 1.80787 -10.69323 0.30091 0.055 0.200 -0.028
H 2.61969 -8.35841 0.42117 -0.192 0.200 -0.130
H 0.90453 -8.42670 0.86422 0.046 0.160 -0.203
```
Positions in Å, forces in eV/Å.

SMILES: CC[C@H](C)c1c(N=C=S)cc(N)c2nsnc12.CCCC#N.CCCC#N.CCCC#N
Lowest unoccupied orbital energy in eV: -1.3
Frontier orbital gap in eV: 6.2